{"formula": "C32H27F3NP2SY", "method": "ωB97M-V/def2-TZVPD", "lumo_ev": -6.73, "charge": 2, "e_above_lowest_kcal_mol": 0.00, "mol_weight_g_mol": 665.5, "gap_ha": 0.2751, "elements": ["Y", "F", "C", "F", "F", "C", "C", "C", "C", "N", "C", "S", "H", "H", "H", "C", "C", "P", "C", "C", "C", "C", "C", "C", "C", "C", "C", "C", "C", "C", "P", "C", "C", "C", "C", "C", "C", "C", "C", "C", "C", "C", "C", "H", "H", "H", "H", "H", "H", "H", "H", "H", "H", "H", "H", "H", "H", "H", "H", "H", "H", "H", "H", "H", "H", "H", "H"], "xyz": [[-1.30788, -0.43413, 1.02111], [1.55864, -2.66448, 4.72584], [1.22564, -3.85542, 4.23644], [0.74430, -4.59479, 5.23806], [2.34862, -4.44365, 3.79936], [0.21694, -3.80377, 3.10299], [-0.17237, -5.03646, 2.58859], [-1.06507, -5.11939, 1.53264], [-1.54132, -3.93986, 1.00381], [-1.18354, -2.74665, 1.49471], [-0.32716, -2.65154, 2.53893], [0.03402, -0.97777, 3.08537], [0.23746, -5.93644, 3.03045], [-1.37801, -6.07105, 1.13195], [-2.22864, -3.93435, 0.16740], [1.42030, 1.15445, -1.09289], [0.27629, 2.13885, -1.36039], [-0.82806, 2.25235, 0.10388], [-2.35340, 3.04721, -0.45785], [-3.01282, 2.52618, -1.57376], [-4.22378, 3.06068, -1.97969], [-4.79019, 4.11181, -1.26927], [-4.14470, 4.62443, -0.15323], [-2.93051, 4.09399, 0.25764], [0.01312, 3.35438, 1.25130], [0.41039, 4.63339, 0.85016], [1.07427, 5.46091, 1.73624], [1.34935, 5.02280, 3.02809], [0.95664, 3.75770, 3.43600], [0.28939, 2.92692, 2.54672], [0.73470, -0.53656, -0.91653], [2.06583, -1.67247, -0.49204], [2.97095, -1.33671, 0.51416], [3.92615, -2.25476, 0.91908], [3.97619, -3.51246, 0.33224], [3.07025, -3.85363, -0.66298], [2.11241, -2.93983, -1.07517], [0.10441, -0.95398, -2.55253], [-1.24282, -1.25172, -2.72692], [-1.75528, -1.52904, -3.98638], [-0.90973, -1.50731, -5.08515], [0.44063, -1.21377, -4.92483], [0.94704, -0.93797, -3.66704], [1.96268, 1.41409, -0.17925], [2.15021, 1.16356, -1.90599], [-0.31518, 1.81327, -2.22002], [0.65721, 3.13297, -1.60144], [-2.57941, 1.71588, -2.15442], [-4.72283, 2.66565, -2.85385], [-5.73319, 4.53335, -1.58839], [-4.58284, 5.44478, 0.39816], [-2.43531, 4.50650, 1.12742], [0.18977, 4.99253, -0.14829], [1.37715, 6.45101, 1.42492], [1.86969, 5.67408, 3.71675], [1.16606, 3.41778, 4.44047], [-0.01260, 1.94027, 2.88890], [2.94270, -0.36563, 0.99537], [4.63304, -1.98823, 1.69245], [4.72487, -4.22536, 0.64914], [3.11350, -4.82937, -1.12722], [1.41755, -3.21701, -1.85825], [-1.92783, -1.28631, -1.87695], [-2.80375, -1.76297, -4.10843], [-1.30032, -1.72173, -6.07037], [1.09721, -1.20270, -5.78366], [2.00300, -0.72250, -3.55359]], "lowdin_charge": [1.22, 0.12, -0.61, 0.18, 0.16, -0.09, 0.05, 0.00, -0.10, -0.12, -0.62, 0.62, 0.15, 0.13, 0.12, -0.36, -0.36, 0.95, -0.39, -0.11, -0.06, -0.05, -0.05, -0.08, -0.40, -0.08, -0.04, -0.04, -0.05, -0.11, 0.95, -0.38, -0.10, -0.05, -0.05, -0.06, -0.09, -0.40, -0.13, -0.06, -0.04, -0.04, -0.07, 0.08, 0.10, 0.07, 0.10, 0.09, 0.12, 0.12, 0.12, 0.11, 0.12, 0.12, 0.12, 0.12, 0.05, 0.10, 0.12, 0.12, 0.12, 0.11, 0.07, 0.12, 0.12, 0.12, 0.12]}

{"formula": "C18H42Cl2N3O10", "method": "ωB97M-V/def2-TZVPD", "lumo_ev": 2.39, "charge": -1, "e_above_lowest_kcal_mol": 543.49, "mol_weight_g_mol": 531.5, "gap_ha": 0.2454, "elements": ["N", "H", "H", "H", "H", "Cl", "O", "O", "O", "O", "Cl", "O", "O", "O", "O", "C", "C", "C", "C", "C", "C", "N", "O", "C", "C", "C", "H", "H", "H", "H", "H", "H", "H", "H", "H", "H", "H", "H", "H", "H", "H", "H", "H", "H", "H", "C", "C", "C", "C", "C", "C", "N", "O", "C", "C", "C", "H", "H", "H", "H", "H", "H", "H", "H", "H", "H", "H", "H", "H", "H", "H", "H", "H", "H", "H"], "xyz": [[-24.38608, -22.90343, 3.95846], [-24.59500, -23.06712, 4.93296], [-23.62680, -22.24036, 3.89573], [-25.23420, -22.58406, 3.51259], [-24.10275, -23.73789, 3.46501], [-25.96012, -22.38440, 6.78074], [-25.04859, -21.58535, 7.58981], [-26.89263, -23.30198, 7.41169], [-26.73506, -21.50654, 5.99771], [-25.07305, -23.17919, 5.90420], [-22.80089, -21.19681, 4.94749], [-24.13334, -20.86906, 5.42260], [-22.53283, -22.48358, 5.53028], [-22.77005, -21.25459, 3.52392], [-21.89038, -20.12366, 5.35183], [-28.45409, -22.25893, 3.17491], [-27.19808, -23.02107, 2.61486], [-27.44005, -23.60293, 1.17413], [-27.45897, -22.46559, 0.15093], [-26.18779, -21.64333, 0.14666], [-25.78080, -21.06442, 1.56781], [-25.97804, -22.12308, 2.59550], [-25.68962, -21.63846, 3.84928], [-24.29211, -20.63178, 1.40774], [-26.64779, -19.81183, 1.83848], [-26.69076, -24.22209, 3.45655], [-29.08936, -22.87767, 3.80870], [-29.14017, -21.90189, 2.40685], [-28.26571, -21.38331, 3.79615], [-26.78206, -24.45178, 0.98807], [-28.47155, -23.95360, 1.20801], [-28.35776, -21.86550, 0.29298], [-27.69502, -22.90790, -0.81692], [-26.51915, -20.80327, -0.46377], [-25.35427, -22.08468, -0.39976], [-23.91590, -20.15330, 2.31197], [-23.62919, -21.49701, 1.40842], [-24.15121, -20.04584, 0.49948], [-26.66703, -19.65347, 2.91674], [-26.16634, -18.85208, 1.65094], [-27.66517, -19.70077, 1.46338], [-27.37273, -25.02367, 3.74026], [-26.29649, -23.97461, 4.44214], [-25.84978, -24.66058, 2.91935], [-26.41069, -21.01750, 3.97608], [-22.91129, -23.16309, 1.70128], [-22.66966, -24.58465, 2.29539], [-21.24602, -24.55954, 2.98879], [-20.87437, -25.76986, 3.92100], [-21.95875, -25.73654, 5.01651], [-23.40807, -25.79553, 4.46451], [-23.67359, -24.83671, 3.36881], [-24.93864, -24.81968, 2.82111], [-23.74149, -27.29718, 4.00808], [-24.37264, -25.49128, 5.68982], [-22.74224, -25.69675, 1.18388], [-22.23838, -22.97039, 0.86572], [-23.84808, -23.05795, 1.15404], [-22.70187, -22.44688, 2.49582], [-20.39817, -24.31565, 2.34866], [-21.16761, -23.72199, 3.68194], [-20.99315, -26.62727, 3.25854], [-19.90116, -25.72498, 4.40981], [-21.82696, -24.97236, 5.78251], [-21.71869, -26.70969, 5.44480], [-24.81132, -27.46095, 3.87873], [-23.51460, -28.00342, 4.80673], [-23.23660, -27.60689, 3.09306], [-24.09303, -24.50486, 6.05979], [-24.29079, -26.22749, 6.48945], [-25.42159, -25.41712, 5.40295], [-23.76779, -25.93676, 0.90328], [-22.21987, -25.43801, 0.26286], [-22.24940, -26.58273, 1.58418], [-25.00797, -25.68456, 2.41029]], "lowdin_charge": [0.10, -0.17, -0.06, -0.14, -0.08, 0.79, -0.31, -0.33, -0.31, -0.39, 0.77, -0.31, -0.29, -0.38, -0.32, 0.00, -0.34, -0.11, -0.20, -0.12, -0.39, -0.05, -0.08, -0.02, -0.02, -0.03, 0.08, 0.06, 0.06, 0.11, 0.11, 0.10, 0.10, 0.11, 0.11, 0.08, 0.02, 0.10, 0.08, 0.08, 0.08, 0.10, 0.08, -0.24, 0.08, -0.04, -0.36, -0.10, -0.15, -0.13, -0.36, -0.08, 0.08, -0.02, 0.01, -0.01, 0.11, 0.08, 0.04, 0.11, 0.10, 0.09, 0.11, 0.12, 0.11, 0.07, 0.08, 0.05, 0.07, 0.10, 0.08, 0.07, 0.08, 0.05, 0.15]}

{"formula": "C41H104N8O12", "method": "ωB97M-V/def2-TZVPD", "lumo_ev": -8.91, "charge": 6, "e_above_lowest_kcal_mol": 0.00, "mol_weight_g_mol": 901.3, "gap_ha": 0.1541, "elements": ["C", "C", "C", "O", "C", "C", "C", "O", "O", "O", "H", "H", "C", "C", "C", "O", "C", "N", "H", "H", "H", "H", "H", "H", "H", "H", "H", "H", "H", "H", "C", "C", "C", "O", "C", "N", "H", "H", "H", "H", "H", "H", "H", "H", "H", "H", "H", "H", "C", "C", "C", "O", "C", "N", "H", "H", "H", "H", "H", "H", "H", "H", "H", "H", "H", "H", "C", "C", "C", "O", "C", "N", "H", "H", "H", "H", "H", "H", "H", "H", "H", "H", "H", "H", "C", "C", "C", "O", "C", "N", "H", "H", "H", "H", "H", "H", "H", "H", "H", "H", "H", "H", "C", "N", "C", "C", "C", "C", "O", "H", "H", "H", "H", "H", "H", "H", "H", "H", "H", "H", "H", "H", "H", "C", "N", "C", "C", "C", "C", "O", "H", "H", "H", "H", "H", "H", "H", "H", "H", "H", "H", "H", "H", "H", "C", "N", "C", "C", "C", "C", "O", "H", "H", "H", "H", "H", "H", "H", "H", "H", "H", "H", "H", "H", "H"], "xyz": [[0.48471, 0.64239, -1.08602], [0.59623, 0.47456, 0.25081], [0.82541, -0.97765, 0.77878], [1.01382, -1.16321, 2.02631], [0.89147, -2.05949, -0.01656], [0.57074, -1.97026, -1.41106], [0.37840, -0.46644, -1.97706], [0.17723, -0.30768, -3.17107], [0.68496, -2.89775, -2.19101], [0.46964, 1.57848, 0.89517], [0.35063, 1.63956, -1.47854], [1.11691, -3.03154, 0.39658], [4.46460, -9.43766, -7.64940], [4.21630, -7.94389, -8.07050], [4.69355, -7.00152, -6.95076], [4.58416, -5.58642, -7.27606], [4.87210, -4.64581, -6.31365], [4.93576, -7.56533, -9.41646], [4.59471, -6.75238, -9.90932], [5.91754, -7.48340, -9.19400], [4.86005, -8.33738, -10.06322], [3.82421, -9.68247, -6.80201], [5.47784, -9.55012, -7.26367], [4.22192, -10.17622, -8.41344], [3.20144, -7.81675, -8.44732], [5.73496, -7.03941, -6.63119], [4.04602, -7.13129, -6.08361], [4.38705, -3.69254, -6.52366], [5.95403, -4.58711, -6.19502], [4.31241, -4.97511, -5.43821], [-4.90124, 0.12957, 1.28229], [-5.71146, 0.80833, 2.44926], [-5.18158, 2.22189, 2.76183], [-5.81852, 2.70746, 3.94343], [-5.59224, 4.03109, 4.19872], [-7.28277, 0.68135, 2.37600], [-7.60968, -0.26080, 2.53594], [-7.67598, 1.27400, 3.09311], [-7.70809, 1.00834, 1.52027], [-4.84435, -0.95768, 1.33458], [-3.85557, 0.42864, 1.35469], [-5.15770, 0.39781, 0.25740], [-5.65106, 0.15164, 3.31714], [-5.38723, 2.88409, 1.92082], [-4.10817, 2.39545, 2.83758], [-6.18154, 4.47136, 5.00308], [-5.69178, 4.63521, 3.29692], [-4.58588, 4.00860, 4.61683], [-0.54626, 1.19534, 7.83608], [-0.69276, -0.25483, 8.45770], [-1.93556, -1.04793, 8.13309], [-1.83396, -2.44980, 8.40752], [-2.97032, -3.29046, 8.02294], [0.51740, -1.08758, 7.98743], [1.43196, -0.67259, 8.09450], [0.62152, -1.99698, 8.41434], [0.41584, -1.26248, 6.99789], [-0.44129, 1.21110, 6.75126], [0.44320, 1.51983, 8.15823], [-1.34665, 1.91810, 7.99444], [-0.51753, -0.09125, 9.52101], [-2.33816, -0.79421, 7.15247], [-2.76060, -0.63545, 8.71383], [-3.78884, -3.15580, 8.73004], [-2.58996, -4.29950, 8.18183], [-3.35258, -3.10083, 7.01992], [-0.72022, -9.73939, 0.29337], [-0.85257, -8.25756, -0.04724], [-1.23061, -7.37563, 1.23253], [-0.30461, -7.55512, 2.29022], [-0.98007, -7.16184, 3.52374], [0.57968, -7.74698, -0.54830], [0.98567, -8.20756, -1.35027], [0.60252, -6.81219, -0.93005], [1.23665, -7.87729, 0.20768], [-0.05834, -9.93156, 1.13782], [-0.38882, -10.19464, -0.63991], [-1.70059, -10.15199, 0.53154], [-1.47743, -7.93179, -0.87882], [-2.22493, -7.79859, 1.37592], [-1.38422, -6.34399, 0.91593], [-0.51182, -7.67701, 4.36245], [-1.99952, -7.53988, 3.44696], [-1.06680, -6.11037, 3.79758], [-3.86154, -3.14103, -6.07874], [-3.32998, -2.94171, -7.51305], [-4.19579, -1.80011, -8.14924], [-3.78309, -1.43040, -9.51956], [-3.65127, -0.00761, -9.69738], [-1.81344, -2.45471, -7.39236], [-1.25542, -3.18101, -6.96670], [-1.36981, -2.26729, -8.28015], [-1.67434, -1.61675, -6.84594], [-4.92854, -3.35902, -6.12478], [-3.82487, -2.38301, -5.29633], [-3.38122, -4.03629, -5.68389], [-3.36068, -3.83969, -8.13014], [-4.09337, -0.89857, -7.54523], [-5.25315, -2.06077, -8.10278], [-3.01237, 0.55721, -9.01851], [-4.63076, 0.46822, -9.74521], [-3.25233, 0.32470, -10.65577], [-0.97069, 9.08954, 5.66234], [0.35490, 9.77362, 5.60247], [0.50759, 10.67223, 4.28679], [0.51376, 10.73423, 6.81258], [1.54751, 8.78655, 5.69592], [1.60279, 7.69992, 4.51463], [0.41940, 6.91123, 4.47241], [-1.70820, 9.81481, 6.00607], [-0.79417, 8.20978, 6.28119], [-1.02143, 8.68996, 4.64950], [-0.14760, 11.51946, 4.48935], [0.23027, 10.12365, 3.38665], [1.50718, 11.10432, 4.23986], [-0.31883, 11.42956, 6.70575], [1.50057, 11.18381, 6.70225], [0.58185, 10.10132, 7.69739], [1.53330, 8.27055, 6.65593], [2.44151, 9.37810, 5.49858], [2.49827, 7.12245, 4.74430], [1.75524, 8.21323, 3.56523], [0.56923, 6.13990, 3.92087], [6.71729, -2.89575, 1.25754], [7.14741, -1.59347, 2.10097], [6.66974, -1.94899, 3.57942], [8.66720, -1.49707, 2.05116], [6.39436, -0.32275, 1.51368], [6.10133, -0.36082, 0.02255], [7.35940, -0.53610, -0.68139], [5.65019, -3.04351, 1.42353], [7.27998, -3.76748, 1.59156], [7.05820, -2.95122, 0.22371], [5.61685, -1.67189, 3.63161], [7.26491, -1.47049, 4.35718], [6.65620, -3.03805, 3.62268], [8.92204, -0.53382, 2.49309], [8.97690, -1.51776, 1.00629], [9.13754, -2.27247, 2.65585], [7.14323, 0.46485, 1.59721], [5.53511, -0.12996, 2.15604], [5.65082, 0.59874, -0.23119], [5.36850, -1.10569, -0.28762], [7.75208, 0.33981, -0.66790], [-2.14398, 8.48401, -2.70552], [-2.77555, 7.08302, -3.08117], [-3.34249, 6.37426, -1.88214], [-3.86955, 7.38391, -4.08611], [-1.63555, 6.22808, -3.85172], [-2.21526, 5.01171, -4.57345], [-1.13252, 4.39702, -5.15780], [-2.05038, 9.19504, -3.52636], [-1.18865, 8.37339, -2.19248], [-2.82565, 8.71791, -1.88777], [-4.23802, 6.76536, -1.39923], [-2.52466, 6.33826, -1.16245], [-3.48241, 5.31602, -2.10268], [-4.50627, 8.03824, -3.49067], [-4.37684, 6.49092, -4.45125], [-3.55098, 8.01433, -4.91628], [-0.93851, 5.89624, -3.08222], [-1.19524, 6.84627, -4.63408], [-3.05092, 5.16781, -5.25566], [-2.70362, 4.27897, -3.93104], [-0.98617, 3.58896, -4.66060]], "lowdin_charge": [-0.07, -0.41, -0.43, -0.13, -0.07, -0.40, -0.40, -0.06, -0.06, -0.14, 0.09, 0.08, -0.01, -0.24, -0.15, -0.23, -0.11, 0.24, 0.17, 0.17, 0.16, 0.09, 0.09, 0.09, 0.15, 0.14, 0.13, 0.10, 0.10, 0.09, -0.02, -0.22, -0.17, -0.19, -0.12, 0.25, 0.17, 0.16, 0.17, 0.09, 0.09, 0.09, 0.14, 0.13, 0.14, 0.11, 0.10, 0.10, -0.02, -0.25, -0.20, -0.19, -0.04, 0.23, 0.17, 0.16, 0.17, 0.08, 0.08, 0.10, 0.16, 0.13, 0.14, 0.09, 0.10, 0.09, -0.02, -0.22, -0.20, -0.17, -0.06, 0.22, 0.15, 0.16, 0.15, 0.10, 0.09, 0.11, 0.15, 0.13, 0.13, 0.10, 0.09, 0.09, -0.05, -0.22, -0.15, -0.17, -0.10, 0.25, 0.16, 0.16, 0.17, 0.10, 0.10, 0.08, 0.16, 0.12, 0.14, 0.08, 0.09, 0.09, 0.01, -0.34, 0.06, 0.04, -0.07, -0.19, -0.08, 0.12, 0.11, 0.09, 0.10, 0.10, 0.11, 0.11, 0.11, 0.11, 0.14, 0.13, 0.13, 0.11, 0.10, 0.02, -0.26, 0.04, 0.01, -0.06, -0.21, -0.06, 0.11, 0.10, 0.10, 0.09, 0.11, 0.09, 0.11, 0.10, 0.11, 0.12, 0.13, 0.13, 0.12, 0.10, 0.05, -0.32, 0.00, 0.00, -0.03, -0.30, -0.01, 0.12, 0.10, 0.10, 0.11, 0.11, 0.10, 0.11, 0.10, 0.12, 0.14, 0.15, 0.12, 0.12, 0.11]}

- What is the formula in the second record?
  C18H42Cl2N3O10

- Which formula does entry 2 have?
  C18H42Cl2N3O10